1.
A structure of composition C8H14GaN2PS in a non-equilibrium geometry. Source: OMol25; level of theory: ωB97M-V with the def2-TZVPD basis set.

The multiplicity is 1. For the HOMO energy, the calculation gives -5.3327 eV.

Last column: Mulliken charge in e.
CARTESIAN COORDINATES (ANGSTROEM)
C -0.548 0.330 -3.283  -0.274
C -1.408 1.495 -3.300  -0.639
C -0.536 2.659 -3.251  -0.269
C 0.799 2.154 -3.296  -0.740
C 0.744 0.694 -3.245  -0.717
Ga 1.291 -1.107 -0.516  -0.028
P -0.013 -2.897 -0.686  -0.012
H -0.885 -0.689 -3.238  0.449
H -2.523 1.482 -3.192  0.325
H -0.853 3.712 -3.118  0.364
H 1.601 0.025 -3.418  0.449
H 1.716 2.775 -3.111  0.301
H 1.103 -3.628 -1.234  0.173
H -1.182 -2.976 -1.462  0.146
H -0.170 -3.003 0.712  0.100
S 0.810 1.189 0.289  -0.182
C 0.392 0.484 1.825  -0.007
N 1.210 -0.218 2.619  -0.074
C 0.578 -0.688 3.849  -0.427
C -0.862 -0.237 3.676  -0.393
N -0.822 0.451 2.375  -0.116
H 2.202 -0.339 2.401  0.252
H 1.069 -0.181 4.684  0.277
H 0.654 -1.776 3.940  0.265
H -1.161 0.510 4.419  0.279
H -1.561 -1.086 3.651  0.264
H -1.645 0.863 1.908  0.235

=====

2.
The ion C7H13N4O with charge +1 in a non-equilibrium geometry. Source: OMol25; level of theory: ωB97M-V with the def2-TZVPD basis set.

As for the net charge: +1. The multiplicity is 1. The SMILES is C=[N+](O)c1cnc(C)n1CCN. For the HOMO energy, the calculation gives -12.8474 eV.

Last column: Mulliken charge in e.
CARTESIAN COORDINATES (ANGSTROEM)
C 3.322 -0.767 0.309  -0.333
N 2.179 -0.205 0.019  0.476
O 2.165 1.077 -0.331  -0.509
C 0.988 -1.000 -0.081  -0.071
C 0.949 -2.062 -0.893  -0.280
N -0.349 -2.440 -0.956  -0.680
C -1.108 -1.527 -0.299  0.605
C -2.629 -1.288 -0.157  -1.118
N -0.282 -0.595 0.241  0.282
C -0.667 0.537 0.993  -1.066
C -1.207 1.686 0.167  -0.356
N -0.052 2.427 -0.437  -0.570
H 4.204 -0.203 0.335  0.340
H 3.347 -1.788 0.833  0.291
H 1.146 1.580 -0.541  0.516
H 1.722 -2.711 -1.222  0.471
H -2.730 -0.309 -0.630  0.263
H -3.071 -2.118 -0.566  0.386
H -2.857 -1.153 0.945  0.307
H 0.109 0.943 1.721  0.353
H -1.458 0.242 1.691  0.460
H -1.795 1.337 -0.735  0.268
H -1.974 2.233 0.727  0.328
H -0.300 2.977 -1.343  0.305
H 0.348 3.126 0.210  0.330

=====

3.
A cluster of 2 separate species, C2H7IN3 in total in a non-equilibrium geometry. Source: OMol25; level of theory: ωB97M-V with the def2-TZVPD basis set.

As for the net charge: +1. The multiplicity is 1. For the HOMO energy, the calculation gives -13.2395 eV.

Last column: Mulliken charge in e.
CARTESIAN COORDINATES (ANGSTROEM)
C -0.784 0.220 -0.866  0.462
C -0.872 -1.570 0.908  -0.621
N -0.908 -0.496 0.035  0.147
N -0.547 1.021 -1.812  -0.357
N 1.448 0.657 0.602  -0.742
I 1.305 2.746 0.488  0.207
H -1.900 -1.694 1.335  0.301
H -0.008 -1.627 1.627  0.280
H -0.687 -2.543 0.189  0.308
H 0.034 1.920 -1.683  0.126
H -0.706 0.668 -2.799  0.300
H 1.263 0.257 1.520  0.313
H 2.363 0.443 0.455  0.277

=====

4.
An isolated molecule of C23H25N3O4S. Source: OMol25; level of theory: ωB97M-V with the def2-TZVPD basis set.

The multiplicity is 1. The SMILES is O=C(c1ccc(S(=O)(=O)NCc2ccco2)cc1)N1CCN(Cc2ccccc2)CC1. For the HOMO energy, the calculation gives -8.5775 eV.

Last column: Mulliken charge in e.
CARTESIAN COORDINATES (ANGSTROEM)
O -0.587 -2.744 -1.618  -0.701
C -0.637 -2.390 -0.454  0.232
C 0.575 -1.791 0.199  -0.006
C 1.681 -2.587 0.477  -0.808
C 2.857 -2.003 0.913  -0.873
C 2.915 -0.632 1.062  0.078
S 4.500 0.115 1.431  1.437
O 4.310 1.480 1.819  -0.685
O 5.238 -0.767 2.284  -0.731
N 5.302 0.130 -0.034  -0.278
C 4.846 1.079 -1.021  -1.139
C 3.563 0.697 -1.696  0.662
C 2.531 1.455 -2.163  -0.476
C 1.587 0.549 -2.708  -0.334
C 2.111 -0.691 -2.529  -0.652
O 3.311 -0.613 -1.923  -0.324
C 1.821 0.171 0.811  -1.185
C 0.644 -0.411 0.375  1.063
N -1.738 -2.529 0.312  0.125
C -1.869 -2.038 1.660  -0.769
C -2.634 -0.698 1.648  -1.041
N -3.261 -0.534 0.352  0.504
C -3.968 0.726 0.234  -1.085
C -2.969 1.853 0.187  0.561
C -1.957 1.817 -0.767  -0.134
C -1.002 2.816 -0.813  -0.218
C -1.052 3.867 0.089  -0.595
C -2.062 3.913 1.034  -0.559
C -3.013 2.908 1.085  -0.602
C -4.015 -1.719 0.005  -0.643
C -3.007 -2.845 -0.308  -1.076
H 1.620 -3.655 0.330  0.506
H 3.735 -2.590 1.135  0.471
H 5.446 -0.802 -0.389  0.350
H 5.644 1.206 -1.764  0.280
H 4.708 2.025 -0.493  0.394
H 2.460 2.523 -2.125  0.558
H 0.651 0.787 -3.169  0.546
H 1.734 -1.666 -2.760  0.542
H 1.910 1.237 0.947  0.580
H -0.212 0.203 0.143  0.341
H -0.885 -1.924 2.114  0.320
H -2.427 -2.788 2.231  0.465
H -3.380 -0.685 2.466  0.458
H -1.951 0.139 1.804  0.514
H -4.683 0.883 1.062  0.351
H -4.532 0.707 -0.703  0.355
H -1.926 0.994 -1.466  0.218
H -0.215 2.773 -1.551  0.342
H -0.306 4.646 0.055  0.419
H -2.107 4.731 1.738  0.391
H -3.796 2.945 1.830  0.372
H -4.694 -2.026 0.821  0.353
H -4.624 -1.514 -0.877  0.399
H -2.821 -2.924 -1.381  0.452
H -3.373 -3.808 0.061  0.276

=====

5.
An isolated molecule of C15H18N4O4 in a non-equilibrium geometry. Source: OMol25; level of theory: ωB97M-V with the def2-TZVPD basis set.

The multiplicity is 1. The SMILES is NC(=O)C[C@H](NC(=O)[C@@H](N)Cc1c[nH]c2ccccc12)C(=O)O. For the HOMO energy, the calculation gives -7.4912 eV.

Last column: Mulliken charge in e.
CARTESIAN COORDINATES (ANGSTROEM)
N -4.725 -1.328 -3.570  -0.403
C -3.626 -0.585 -3.248  0.581
O -3.093 0.254 -4.025  -0.643
C -3.094 -0.608 -1.784  -1.170
C -1.991 0.370 -1.429  0.089
N -0.628 -0.200 -1.537  -0.288
C -0.199 -1.394 -1.114  0.073
O -0.873 -2.419 -0.970  -0.763
C 1.370 -1.438 -0.890  0.317
N 1.935 -0.145 -1.028  -0.551
C 1.786 -2.052 0.582  -0.929
C 1.480 -1.036 1.591  -0.005
C 0.231 -0.739 2.138  -0.605
N 0.177 0.453 2.811  0.082
C 1.490 1.026 2.632  -0.127
C 1.893 2.265 3.052  -0.904
C 3.134 2.671 2.506  -0.433
C 3.912 1.876 1.679  -0.748
C 3.468 0.546 1.402  0.318
C 2.278 0.129 1.881  0.514
C -1.983 1.032 -0.116  0.366
O -0.990 1.642 0.327  -0.575
O -3.142 1.107 0.478  -0.502
H -4.918 -1.451 -4.587  0.277
H -5.160 -2.076 -3.037  0.223
H -2.698 -1.602 -1.474  0.478
H -3.868 -0.284 -1.103  0.473
H -2.000 1.160 -2.190  0.462
H 0.128 0.457 -1.634  0.422
H 1.739 -2.172 -1.633  0.458
H 1.839 0.512 -0.301  0.246
H 2.594 -0.066 -1.788  0.173
H 1.315 -3.064 0.686  0.397
H 2.873 -2.210 0.444  0.315
H -0.663 -1.374 2.134  0.456
H -0.668 0.631 3.309  0.201
H 1.129 2.846 3.685  0.273
H 3.513 3.602 2.652  0.492
H 4.943 2.324 1.426  0.275
H 4.021 -0.044 0.602  0.272
H -2.927 1.384 1.437  0.414

=====

6.
An isolated molecule of C4H7NS2 in a non-equilibrium geometry. Source: OMol25; level of theory: ωB97M-V with the def2-TZVPD basis set.

The multiplicity is 1. The SMILES is S=CN1C[C@@H]1CS. For the HOMO energy, the calculation gives -8.9265 eV.

Last column: Mulliken charge in e.
CARTESIAN COORDINATES (ANGSTROEM)
S -1.533 2.386 -0.620  -0.247
C -1.492 1.382 0.679  -0.248
N -0.508 0.470 1.138  -0.222
C -1.156 -0.983 0.999  -0.322
C -0.118 -0.538 0.080  -0.320
C 1.514 -0.652 0.265  -0.495
S 2.167 -2.047 -0.908  -0.224
H -2.229 1.472 1.500  0.360
H -2.427 -0.873 0.799  0.257
H -0.973 -1.571 1.951  0.227
H -0.333 -0.414 -0.921  0.505
H 1.438 -1.191 1.424  0.263
H 2.001 0.381 0.115  0.329
H 3.448 -1.779 -0.536  0.136